{
  "formula": "C5H10NS",
  "method": "ωB97M-V with the def2-TZVPD basis set",
  "species": ["C", "C", "C", "C", "C", "N", "S", "H", "H", "H", "H", "H", "H", "H", "H", "H", "H"],
  "xyz": [[-1.2986, 1.2719, -0.3846], [-1.4230, -1.0428, 0.8354], [-0.0173, -0.5834, 0.5906], [0.6000, -1.2490, -0.7695], [1.2296, 1.5997, 0.1033], [0.0273, 0.8444, 0.3658], [-2.4483, 0.0106, -0.2488], [-1.3992, 2.1410, -1.0360], [-1.3715, -2.1019, 0.3363], [-1.7658, -1.0792, 1.9063], [0.5589, -0.8532, 1.4786], [1.7090, -1.2989, -0.6498], [0.3953, -0.5357, -1.5207], [0.1631, -2.2552, -0.9758], [1.1207, 2.4275, -0.6509], [1.9507, 0.8268, -0.3332], [1.9692, 1.8772, 0.9529]],
  "total_charge": 1,
  "homo_energy_ev": [-13.77, -13.77],
  "lumo_ev": [-5.622, -5.622],
  "homo_lumo_gap_ev": [8.151, 8.150],
  "e_above_lowest_kj_mol": 286.4
}

---

{
  "formula": "C5H10NS",
  "method": "ωB97M-V with the def2-TZVPD basis set",
  "species": ["C", "C", "C", "C", "C", "N", "S", "H", "H", "H", "H", "H", "H", "H", "H", "H", "H"],
  "xyz": [[1.7492, 0.1222, 2.0797], [0.7314, 0.7473, -0.0966], [-0.1503, -1.2339, -1.0929], [-1.8013, 0.0251, 0.2772], [-0.6085, 0.0855, -0.6055], [1.2880, 0.3440, 0.9307], [1.6661, 1.6935, -1.4318], [1.9640, 0.8888, 2.8063], [2.3642, -0.7579, 2.4854], [-1.1142, -1.7990, -1.4976], [0.7062, -1.0006, -1.8485], [0.2023, -1.9329, -0.2398], [-1.7945, -0.7626, 1.1866], [-2.7597, -0.1913, -0.2657], [-2.1325, 0.9779, 0.8119], [-0.8355, 0.7046, -1.4929], [0.5251, 2.0893, -2.0066]],
  "total_charge": 1,
  "homo_energy_ev": -14.57,
  "lumo_ev": -5.342,
  "homo_lumo_gap_ev": 9.226,
  "e_above_lowest_kj_mol": 327.9
}

---

{
  "formula": "C5H10O",
  "method": "ωB97M-V with the def2-TZVPD basis set",
  "species": ["C", "C", "C", "C", "C", "H", "H", "H", "H", "H", "H", "H", "H", "O", "H", "H"],
  "xyz": [[-1.0709, 2.4795, 0.5508], [-0.7646, 1.2751, 1.0315], [-0.5984, 0.0893, 0.1676], [0.0804, -0.0155, -0.9845], [0.2077, -1.1134, -1.9547], [-1.2055, 3.2957, 1.1740], [-1.1195, 2.5242, -0.6014], [-1.0492, 1.0624, 2.0662], [-1.0529, -0.7088, 0.7362], [0.5989, 0.8926, -1.4328], [-0.7085, -1.1577, -2.4889], [0.5053, -1.9961, -1.4506], [0.9514, -1.0702, -2.7977], [1.9888, -2.0541, 2.0258], [1.3127, -2.0131, 2.6680], [1.9243, -1.4899, 1.2904]],
  "total_charge": 0,
  "homo_energy_ev": -8.90,
  "lumo_ev": 0.941,
  "smiles": "C=C/C=C/C.O",
  "homo_lumo_gap_ev": 9.842,
  "e_above_lowest_kj_mol": 234.0
}

---

{
  "formula": "C5H10O",
  "method": "ωB97M-V with the def2-TZVPD basis set",
  "species": ["C", "C", "O", "C", "C", "C", "H", "H", "H", "H", "H", "H", "H", "H", "H", "H"],
  "xyz": [[-0.8367, 1.5223, 1.1246], [-0.8260, 0.1400, 0.5819], [-1.6060, -0.7402, 0.8743], [0.4928, -0.1147, -0.1832], [0.0717, -0.0959, -1.6421], [1.1076, -1.4280, 0.2744], [-0.4973, 2.3083, 0.4471], [-1.6876, 1.8368, 1.7405], [0.0905, 1.2238, 1.6344], [1.2295, 0.6943, -0.0313], [-0.2793, 0.9040, -1.9242], [-0.7570, -0.7971, -1.7564], [0.8873, -0.3793, -2.3084], [0.3095, -2.1685, 0.3384], [1.5678, -1.3397, 1.2672], [1.8748, -1.7709, -0.4254]],
  "total_charge": 0,
  "homo_energy_ev": -9.50,
  "lumo_ev": 0.926,
  "smiles": "CC(=O)C(C)C",
  "homo_lumo_gap_ev": 10.425,
  "e_above_lowest_kj_mol": 59.3
}

---

Please write out number 1 again, unchanged.
{
  "formula": "C5H10NS",
  "method": "ωB97M-V with the def2-TZVPD basis set",
  "species": ["C", "C", "C", "C", "C", "N", "S", "H", "H", "H", "H", "H", "H", "H", "H", "H", "H"],
  "xyz": [[-1.2986, 1.2719, -0.3846], [-1.4230, -1.0428, 0.8354], [-0.0173, -0.5834, 0.5906], [0.6000, -1.2490, -0.7695], [1.2296, 1.5997, 0.1033], [0.0273, 0.8444, 0.3658], [-2.4483, 0.0106, -0.2488], [-1.3992, 2.1410, -1.0360], [-1.3715, -2.1019, 0.3363], [-1.7658, -1.0792, 1.9063], [0.5589, -0.8532, 1.4786], [1.7090, -1.2989, -0.6498], [0.3953, -0.5357, -1.5207], [0.1631, -2.2552, -0.9758], [1.1207, 2.4275, -0.6509], [1.9507, 0.8268, -0.3332], [1.9692, 1.8772, 0.9529]],
  "total_charge": 1,
  "homo_energy_ev": [-13.77, -13.77],
  "lumo_ev": [-5.622, -5.622],
  "homo_lumo_gap_ev": [8.151, 8.150],
  "e_above_lowest_kj_mol": 286.4
}